Entry 1:
Below is a molecular structure, C8H55HfNO27PPb, with properties calculated with ωB97M-V with the def2-TZVPD basis set.

Summary:
Charge = -1
Largest force on an atom = 3.2 eV/A
Frontier orbital gap = 0.3324 Eh
HOMO energy = -7.0 eV

```
94
C8H55HfNO27PPb | the OMol25 dataset | ωB97M-V with the def2-TZVPD basis set
O -1.767 1.260 -0.037
H -1.977 -3.877 2.936
O 2.594 -4.275 -3.281
N -0.444 2.161 2.245
H -3.696 5.219 2.742
H 0.846 -1.432 -4.661
Pb -2.065 0.173 1.886
H -1.922 -5.309 1.257
H -1.291 -5.239 -0.141
O -3.339 -2.743 -1.046
H 2.818 0.258 -4.882
H -0.483 -2.705 -3.068
C 0.025 -0.861 -4.116
O 2.143 2.909 -3.111
Hf -0.409 0.131 -1.412
H 2.674 -3.354 -2.872
H 0.892 4.387 4.488
H -0.400 -0.091 -4.818
H -5.007 0.485 -2.246
H -3.679 0.461 -2.898
H -0.940 2.076 -4.384
H 4.096 2.885 3.868
H 2.026 0.451 -3.534
P 0.347 -1.438 0.873
O -4.021 -0.673 0.381
O 3.528 -3.082 0.681
H -3.129 -3.520 -0.482
H 1.433 3.110 -3.744
H -0.339 2.331 4.265
H 3.298 1.675 4.049
H 0.211 -4.465 2.215
H -2.239 3.282 0.287
H -4.936 -0.706 0.709
H -0.649 3.579 -1.366
H 3.618 -3.433 1.585
H -1.010 3.477 -5.168
O -2.260 -2.978 2.783
O 0.507 -4.329 -1.097
H 3.225 -0.958 -3.401
O -4.463 0.994 -2.818
H -1.674 -2.770 2.083
O 3.157 -1.579 -2.630
C -0.395 3.002 3.430
H 1.800 3.267 3.486
C -1.589 3.952 3.404
H -3.416 2.243 -0.597
H -0.385 2.788 1.380
O -1.704 -1.127 -2.473
O -2.879 3.343 3.292
H 2.045 0.250 2.207
O 0.331 -0.453 2.081
H -4.833 3.956 3.505
H 4.031 -0.132 -0.788
H 1.571 2.256 -1.488
H 0.901 -4.835 3.480
H 1.362 -4.469 -1.574
H 2.736 -2.314 3.962
H -2.608 -2.321 -1.529
H -1.607 4.673 4.250
H 0.683 -3.863 -0.243
O 4.527 -0.407 -0.008
H 0.333 1.567 2.254
O -1.143 -1.327 0.401
H -3.794 -1.400 -0.229
O 1.256 1.583 -0.856
H -3.648 4.937 4.479
C -2.333 2.480 -0.453
O -0.737 2.550 -5.266
O 3.552 2.470 4.557
O -1.028 1.800 -2.433
O -2.122 -5.411 0.341
O 0.677 -2.852 1.302
O 0.149 -5.144 2.938
C -1.020 -1.841 -3.459
H 2.596 -3.221 0.465
H 4.240 -1.323 0.145
O 2.789 0.879 2.116
H 2.762 2.237 -3.463
H 1.898 1.286 -0.186
H -2.242 3.466 -2.333
O 2.881 0.665 -4.011
H 1.996 -2.881 2.882
H -1.738 -2.116 -4.204
H 3.405 -4.779 -3.116
H -1.476 4.553 2.456
H 0.915 4.633 2.708
O 1.097 -0.910 -0.352
O 0.668 -0.295 -2.993
C -1.529 2.937 -1.691
C -3.802 4.364 3.562
H 2.345 -1.353 -2.239
C 0.888 3.864 3.521
O 2.713 -3.130 3.479
H 3.580 0.417 1.776
```

Entry 2:
Below is 2 unconnected molecules or ions with the total composition C8H5BrClFN2, with properties calculated with ωB97M-V with the def2-TZVPD basis set.

Summary:
Largest force on an atom = 5.5 eV/A
Frontier orbital gap = 0.3106 Eh
HOMO energy = -8.7 eV

```
18
C8H5BrClFN2 | the OMol25 dataset | ωB97M-V with the def2-TZVPD basis set
N 0.940 1.422 -1.332
F 3.220 -0.768 -2.298
H 0.174 -1.737 -1.540
C 1.280 0.353 -1.627
H -2.745 0.502 -0.571
C -1.778 1.520 0.904
Br -0.354 2.968 2.748
H 1.321 -2.947 -2.248
C -0.648 1.472 1.641
H -2.312 2.402 1.078
C -1.385 -0.657 0.209
C -0.330 -0.719 1.145
Cl 0.558 -2.289 1.390
C 1.896 -0.787 -2.000
C 1.115 -1.875 -1.980
C 0.166 0.359 1.820
N -2.080 0.498 0.114
H 0.963 0.283 2.547
```

Entry 3:
Below is 9 unconnected molecules or ions with the total composition C8H5Cl32O3P2S, with properties calculated with ωB97M-V with the def2-TZVPD basis set.

Summary:
Charge = +1
Largest force on an atom = 1.7 eV/A
Frontier orbital gap = 0.3015 Eh
HOMO energy = -12.2 eV

```
51
C8H5Cl32O3P2S | the OMol25 dataset | ωB97M-V with the def2-TZVPD basis set
Cl -4.192 9.652 -2.030
Cl -1.784 -2.964 1.048
O 0.368 2.768 -1.325
Cl -5.986 -5.256 -1.729
H 0.452 3.726 -1.193
C -5.280 -5.985 -0.281
C -0.592 -3.401 4.985
Cl -1.802 2.689 -6.189
O -0.271 0.961 -2.834
H 3.043 3.219 -3.429
Cl 7.571 -8.509 7.372
P 3.409 0.943 -1.740
Cl 0.247 -2.192 -0.841
Cl -6.404 7.963 -1.285
Cl -1.926 8.811 -6.829
Cl 7.047 -6.414 5.470
Cl 0.513 8.781 -5.287
S 2.509 1.989 -3.438
Cl 2.782 -4.854 5.916
P 0.288 2.438 -2.889
Cl -2.267 -0.757 -0.737
Cl -6.493 -6.053 0.996
Cl 7.078 -9.162 4.608
Cl -4.718 -7.613 -0.655
C -1.499 -2.356 -0.582
Cl -1.985 8.028 -4.055
H 2.360 0.054 -1.455
C 3.448 -6.022 7.062
Cl 3.925 -7.485 6.199
Cl 2.217 -6.426 8.265
Cl 9.539 -7.864 5.366
Cl -3.911 -4.997 0.250
H 4.524 0.275 -2.263
C 7.812 -7.986 5.704
Cl -0.308 -4.302 6.465
C -1.835 4.454 -6.018
Cl -0.912 4.889 -4.561
Cl -3.492 5.005 -5.845
Cl -1.325 -1.843 5.369
Cl -1.678 -4.320 3.935
Cl -4.541 8.863 0.720
O 3.685 1.897 -0.668
Cl -1.506 10.776 -4.767
Cl 4.849 -5.316 7.875
Cl -3.719 6.914 -1.242
Cl 0.937 -3.124 4.123
H -0.977 0.886 -2.162
C -4.719 8.358 -0.957
Cl -2.167 -3.437 -1.788
Cl -1.086 5.198 -7.420
C -1.227 9.100 -5.237
```

Entry 4:
Below is a gas-phase ion, C8H5O3S (charge -1), with properties calculated with ωB97M-V with the def2-TZVPD basis set.

Summary:
Charge = -1
Largest force on an atom = 4.1 eV/A
Frontier orbital gap = 0.2177 Eh
Energy above the lowest of the compared OMol25 structures with the same formula, charge and spin = 72.3 kcal per mole
HOMO energy = -2.8 eV
SMILES = O=C1O[C@H]1Oc1ccccc1[S-]

```
17
C8H5O3S | the OMol25 dataset | ωB97M-V with the def2-TZVPD basis set
C 0.245 1.359 0.030
C 0.690 0.040 -0.061
C 3.432 0.782 0.017
S -2.277 3.052 0.283
H -3.077 0.807 -0.839
O 3.039 1.321 -1.182
H -0.061 -2.055 -0.506
C -2.010 0.618 -0.590
H 3.245 2.843 0.333
O 4.060 -0.018 0.667
C 2.677 2.006 0.022
H -2.070 -1.303 -1.268
C -0.191 -1.007 -0.442
H 1.756 -0.150 0.180
O 1.286 2.251 0.343
C -1.128 1.652 -0.049
C -1.468 -0.580 -0.840
```

Entry 5:
Below is a single C8H6 molecule, with properties calculated with ωB97M-V with the def2-TZVPD basis set.

Summary:
Largest force on an atom = 9.1 eV/A
Frontier orbital gap = 0.3347 Eh
Energy above the lowest of the compared OMol25 structures with the same formula, charge and spin = 16.4 kcal per mole
HOMO energy = -8.9 eV
SMILES = C#Cc1ccccc1

```
14
C8H6 | the OMol25 dataset | ωB97M-V with the def2-TZVPD basis set
C 0.820 0.134 -0.314
C 2.249 0.020 -0.061
C 0.108 -1.128 -0.251
C -1.429 1.026 -0.075
C 3.477 -0.095 0.292
H -2.291 1.854 0.141
C -1.251 -1.283 0.007
H 0.287 2.373 -0.274
H 0.838 -1.981 -0.737
C -2.142 -0.118 0.288
H -1.921 -2.154 0.094
H 4.454 0.112 0.512
H -3.175 -0.008 0.571
C -0.024 1.248 -0.193
```

Entry 6:
Below is a single C8H6BBrO2S molecule, with properties calculated with ωB97M-V with the def2-TZVPD basis set.

Summary:
Largest force on an atom = 2.7 eV/A
Frontier orbital gap = 0.3281 Eh
HOMO energy = -8.5 eV
SMILES = OB(O)c1cc2cc(Br)ccc2s1

```
19
C8H6BBrO2S | the OMol25 dataset | ωB97M-V with the def2-TZVPD basis set
C -2.139 -1.225 0.036
B 2.357 1.010 1.929
H 3.307 -0.693 1.527
H 1.297 1.814 -0.939
H -3.237 -2.278 -1.518
H -0.398 0.595 -2.941
S -0.239 0.092 1.844
C -0.448 0.337 -0.736
C -0.898 0.143 -2.097
H -2.560 -1.660 0.858
C 0.734 1.106 -0.301
O 3.390 0.075 2.041
O 2.334 1.967 2.974
C -1.070 -0.317 0.339
C -2.449 -1.602 -1.268
Br -2.245 -1.468 -4.078
C 1.064 0.828 0.987
H 3.016 2.155 3.643
C -1.816 -0.880 -2.300
```

Entry 7:
Below is 2 unconnected molecules or ions with the total composition C8H6BrCl2FN2O3S2, with properties calculated with ωB97M-V with the def2-TZVPD basis set.

Summary:
Largest force on an atom = 6.8 eV/A
Frontier orbital gap = 0.2523 Eh
HOMO energy = -9.4 eV
SMILES = O=S(=O)(F)c1c(Br)cc(O)c2nsnc12.ClCCCl

```
25
C8H6BrCl2FN2O3S2 | the OMol25 dataset | ωB97M-V with the def2-TZVPD basis set
Cl 1.290 -5.167 1.589
Br 3.366 4.090 -0.497
O 0.872 -1.238 0.051
C 1.790 2.888 -0.227
F -1.663 5.726 0.257
C -0.477 -5.127 -0.510
H 0.073 -5.978 -0.922
C 0.244 3.424 -0.082
H -1.522 -5.213 -0.822
C -0.392 -5.086 1.008
S -0.032 5.296 -0.165
N -2.569 2.843 0.199
S -3.362 1.281 0.318
O 0.126 5.666 -1.691
O 0.956 6.091 0.747
C -1.092 2.490 0.095
H -0.848 -4.178 1.413
C 2.042 1.269 -0.157
H 3.135 0.865 -0.260
C -0.770 0.868 0.127
H -0.915 -5.949 1.432
C 0.771 0.234 0.014
Cl 0.162 -3.642 -1.259
H 0.886 -1.551 -0.902
N -2.070 0.099 0.245
```

Entry 8:
Below is a molecular structure, C8H6Cl2IrMnN2O3, with properties calculated with ωB97M-V with the def2-TZVPD basis set.

Summary:
Charge = +4
Largest force on an atom = 12.2 eV/A
Frontier orbital gap (alpha / beta) = 0.2604 / 0.1861 Eh
2S+1 = 9
HOMO energy (alpha / beta) = -24.1 / -24.8 eV

```
23
C8H6Cl2IrMnN2O3 | the OMol25 dataset | ωB97M-V with the def2-TZVPD basis set
O 0.275 1.341 -5.899
C 1.806 -0.578 2.588
O -2.676 3.041 -5.384
O -2.454 2.257 0.368
H -1.320 -1.211 0.459
N 1.557 -2.757 3.650
H 2.077 0.970 1.033
Cl -2.723 0.181 -2.523
C 1.505 0.134 1.430
C -1.454 1.847 -0.090
N 0.448 -0.207 0.659
Ir -0.037 1.014 -0.878
H 1.057 -3.638 3.712
C -2.156 2.555 -4.459
Mn -1.183 1.564 -3.249
H 2.722 -0.313 3.104
C -0.445 -1.125 1.102
C -0.228 1.509 -4.867
C -0.226 -1.843 2.280
C 1.036 -1.730 2.916
H -0.997 -2.551 2.583
Cl 0.880 2.306 -2.445
H 2.537 -2.768 3.909
```

Entry 9:
Below is 2 unconnected molecules or ions with the total composition C8H6Cl2N5, with properties calculated with ωB97M-V with the def2-TZVPD basis set.

Summary:
Charge = +1
Largest force on an atom = 4.2 eV/A
Frontier orbital gap (alpha / beta) = 0.2194 / 0.1778 Eh
HOMO energy (alpha / beta) = -12.5 / -12.4 eV

```
21
C8H6Cl2N5 | the OMol25 dataset | ωB97M-V with the def2-TZVPD basis set
H 2.764 0.018 -1.574
N -3.778 3.367 -1.325
H 0.439 1.104 -1.266
N -1.733 2.500 1.191
N 0.172 -0.302 1.896
C -3.206 3.235 -0.360
H 0.715 1.605 2.640
H 3.167 -2.328 -0.973
C -0.228 -2.152 -0.583
H -1.024 -2.797 -0.214
Cl 1.694 -0.960 2.192
N 0.038 0.978 2.113
Cl -2.005 0.029 -0.720
C 1.911 -0.519 -1.321
C 2.153 -1.881 -1.032
C -0.947 1.776 1.689
H 1.097 -3.640 -0.419
N -2.568 3.267 0.790
C 1.053 -2.654 -0.613
C -0.389 -0.684 -0.815
C 0.673 0.038 -1.297
```

Entry 10:
Below is a molecular structure, C8H6I3NO, with properties calculated with ωB97M-V with the def2-TZVPD basis set.

Summary:
Largest force on an atom = 2.8 eV/A
Frontier orbital gap (alpha / beta) = 0.2314 / 0.2836 Eh
Energy above the lowest of the compared OMol25 structures with the same formula, charge and spin = 100.6 kcal per mole
HOMO energy (alpha / beta) = -9.0 / -9.1 eV

```
19
C8H6I3NO | the OMol25 dataset | ωB97M-V with the def2-TZVPD basis set
I -0.241 1.768 3.658
C 1.523 0.394 -0.808
H 1.290 -0.679 2.509
I -2.977 1.297 1.010
I 0.335 2.823 -2.273
H -1.427 -2.535 -1.438
H -0.035 -1.497 -1.491
C 1.161 -0.148 1.606
H -1.265 -0.790 -2.260
C 1.791 -0.332 0.338
O -1.187 -1.358 0.925
C -1.515 -0.851 -0.146
N -2.130 0.302 -0.374
C -1.078 -1.483 -1.462
H 1.944 -0.040 -1.695
H 2.096 -1.305 0.114
C 0.792 1.580 -0.612
C 0.545 1.049 1.766
C 0.376 1.804 0.634
```

Entry 11:
Below is a molecular structure, C8H6LaN2O4, with properties calculated with ωB97M-V with the def2-TZVPD basis set.

Summary:
Charge = +3
Largest force on an atom = 9.2 eV/A
Frontier orbital gap = 0.2176 Eh
HOMO energy = -19.9 eV

```
21
C8H6LaN2O4 | the OMol25 dataset | ωB97M-V with the def2-TZVPD basis set
O -2.145 2.043 -2.178
C -1.084 -1.870 1.228
H 1.224 1.184 3.767
O 1.555 3.444 -1.491
La 0.656 -0.145 -1.597
C 0.862 0.775 2.843
C 1.002 1.161 1.549
C -1.383 -1.323 -2.338
H -1.283 -1.893 0.138
N 0.098 -0.400 2.840
C 1.153 2.365 -1.595
H -0.557 -2.805 1.502
O 2.249 -0.340 -4.914
H -2.056 -1.815 1.758
H 1.588 1.973 1.108
N 0.338 0.201 0.741
H -0.205 -0.947 3.645
C -0.235 -0.688 1.578
C -1.239 1.346 -2.008
C 1.676 -0.189 -3.927
O -2.214 -2.078 -2.652
```

Entry 12:
Below is a single C8H6N2 molecule, with properties calculated with ωB97M-V with the def2-TZVPD basis set.

Summary:
Largest force on an atom = 3.9 eV/A
Frontier orbital gap = 0.3215 Eh
Energy above the lowest of the compared OMol25 structures with the same formula, charge and spin = 91.5 kcal per mole
HOMO energy = -7.9 eV
SMILES = C1=Cn2cccc2C2=N[C@@H]12

```
16
C8H6N2 | the OMol25 dataset | ωB97M-V with the def2-TZVPD basis set
H 0.200 1.187 2.448
H 1.553 -0.299 1.572
C -2.065 0.843 0.011
H -2.914 1.041 -0.548
C -0.946 0.198 -0.492
C -0.410 0.869 1.564
C 1.281 -0.402 0.557
C 1.874 -1.086 -0.473
N 0.058 0.206 0.538
C -1.741 1.189 1.370
C -0.165 -0.290 -1.627
H 2.702 -1.746 -0.432
H -2.296 1.707 2.163
H 1.069 -2.184 -2.314
N 0.598 -0.062 -2.565
C 1.203 -1.172 -1.772
```